9 unconnected molecules or ions with the total composition C46H99N9O10 at a distorted geometry, computed with ωB97M-V/def2-TZVPD.

Each line ends with the Löwdin charge.
Atoms and positions in Å:
C (-15.74572, -19.85048, 32.90402)  -0.1045
C (-16.07781, -20.23218, 34.34321)  -0.2318
C (-17.58893, -20.02550, 34.63373)  -0.1783
C (-18.47031, -21.13694, 34.36537)  -0.2058
N (-19.21595, -21.99001, 34.17974)  0.1902
H (-16.10480, -18.82921, 32.72237)  0.0588
H (-16.31123, -20.43840, 32.18167)  0.0793
H (-14.67690, -19.74681, 32.72390)  0.0741
H (-15.54520, -19.59823, 35.05068)  0.0927
H (-15.75827, -21.26423, 34.48963)  0.1094
H (-17.98183, -19.23386, 33.99054)  0.0855
H (-17.66351, -19.68541, 35.66590)  0.1285
C (-23.96745, -17.15521, 30.83851)  -0.0929
C (-24.06555, -18.65310, 31.18340)  -0.2412
C (-24.69639, -19.50754, 30.08954)  -0.1695
C (-25.62076, -18.78888, 29.19347)  -0.2373
N (-26.35226, -18.24531, 28.49548)  0.1511
H (-23.41964, -16.57454, 31.58129)  0.0541
H (-24.94785, -16.70340, 30.69234)  0.0741
H (-23.41306, -17.01822, 29.90644)  0.0727
H (-24.64202, -18.72115, 32.10814)  0.0983
H (-23.08629, -19.05426, 31.44681)  0.0743
H (-25.26161, -20.32715, 30.54218)  0.1189
H (-23.97302, -20.06955, 29.49719)  0.0996
C (-20.48211, -18.48603, 33.46750)  -0.1214
O (-19.95908, -17.36454, 34.16354)  -0.1841
C (-19.95743, -16.17474, 33.38321)  -0.2278
C (-18.94047, -15.18500, 33.88675)  -0.2146
N (-17.59696, -15.64513, 33.53685)  -0.0592
C (-16.60816, -15.02819, 34.46016)  -0.1823
C (-15.63933, -16.16535, 34.90141)  -0.2224
O (-14.59776, -15.76450, 35.77714)  -0.1837
C (-13.47650, -16.64038, 35.77926)  -0.1046
H (-21.52440, -18.52187, 33.13653)  0.0619
H (-20.50959, -19.29695, 34.19800)  0.0806
H (-19.79701, -18.73111, 32.65315)  0.0900
H (-20.98036, -15.78710, 33.43680)  0.1071
H (-19.80709, -16.38424, 32.31654)  0.1275
H (-19.11090, -15.17615, 34.97554)  0.1202
H (-19.09115, -14.13621, 33.62774)  0.1249
H (-17.59425, -16.65774, 33.59272)  0.0764
H (-17.06599, -14.44964, 35.26060)  0.1114
H (-16.03818, -14.34496, 33.82729)  0.1121
H (-15.24591, -16.41995, 33.91441)  0.1172
H (-16.26207, -16.91513, 35.39471)  0.1207
H (-13.26124, -17.04104, 34.78372)  0.0809
H (-13.55870, -17.40175, 36.55188)  0.0850
H (-12.62280, -15.97253, 35.90926)  0.0861
C (-34.25331, -21.08198, 36.44703)  -0.1028
O (-34.00818, -21.87019, 37.60556)  -0.1934
C (-33.69907, -23.22480, 37.39147)  -0.2264
C (-32.24623, -23.55007, 37.81422)  -0.2005
N (-31.35851, -23.39271, 36.67059)  -0.0843
C (-29.96602, -23.80341, 36.87744)  -0.2054
C (-29.19250, -23.48972, 35.62995)  -0.2511
O (-27.87547, -23.97928, 35.80238)  -0.1722
C (-27.04792, -23.67007, 34.69915)  -0.1040
H (-33.41089, -21.14624, 35.76479)  0.0869
H (-34.44350, -20.07399, 36.82671)  0.0841
H (-35.26188, -21.21605, 36.03866)  0.0834
H (-33.84216, -23.48898, 36.33980)  0.1147
H (-34.32944, -23.84552, 38.03266)  0.1153
H (-32.20339, -24.58357, 38.18016)  0.1117
H (-32.01285, -22.82575, 38.59530)  0.1209
H (-31.78679, -23.78143, 35.84273)  0.0993
H (-29.95774, -24.90313, 36.92367)  0.1249
H (-29.62386, -23.32082, 37.78980)  0.1245
H (-29.11962, -22.39541, 35.65528)  0.0828
H (-29.79857, -23.87202, 34.80492)  0.1306
H (-26.71312, -22.62890, 34.75692)  0.0769
H (-27.51253, -23.91761, 33.74341)  0.0895
H (-26.11633, -24.22194, 34.83316)  0.0801
C (-22.75692, -21.00086, 42.82723)  -0.1153
O (-23.55823, -21.65825, 41.87572)  -0.2076
C (-22.94414, -21.76203, 40.60648)  -0.2359
C (-23.79558, -22.36838, 39.49985)  -0.2267
N (-24.84122, -21.55043, 39.00761)  -0.0517
C (-26.02561, -21.43170, 39.84503)  -0.1826
C (-26.99348, -20.48855, 39.14860)  -0.2138
O (-27.26789, -20.99966, 37.84974)  -0.1980
C (-28.49736, -20.55716, 37.25604)  -0.0618
H (-22.78209, -19.93596, 42.56029)  0.0826
H (-21.71612, -21.33386, 42.75755)  0.0833
H (-23.11962, -21.09307, 43.84736)  0.0850
H (-22.03391, -22.36017, 40.74645)  0.1190
H (-22.65085, -20.74602, 40.30511)  0.1236
H (-24.06518, -23.39581, 39.78925)  0.1233
H (-22.97535, -22.50067, 38.78553)  0.1190
H (-25.10751, -21.61687, 38.03774)  0.0810
H (-25.67624, -20.98671, 40.77951)  0.1128
H (-26.48275, -22.40261, 40.07277)  0.1232
H (-26.72440, -19.44851, 39.33965)  0.0997
H (-27.95234, -20.58140, 39.67530)  0.1180
H (-29.16230, -20.02155, 37.93427)  0.0948
H (-28.88207, -21.29924, 36.56562)  0.0408
H (-28.10390, -19.72143, 36.65505)  0.0925
C (-21.20479, -17.33788, 22.28694)  -0.1227
O (-22.25147, -18.01890, 22.93814)  -0.1869
C (-23.04478, -17.13636, 23.70569)  -0.2324
C (-24.01612, -17.95209, 24.58430)  -0.2128
N (-23.42722, -19.03001, 25.34836)  -0.0475
C (-22.80373, -18.53691, 26.59206)  -0.1972
C (-22.05982, -19.73969, 27.18901)  -0.2186
O (-21.68014, -19.30483, 28.50459)  -0.1963
C (-20.93959, -20.27828, 29.17100)  -0.1438
H (-20.50848, -16.77472, 22.91836)  0.0860
H (-21.58719, -16.59328, 21.57923)  0.0866
H (-20.66732, -18.12549, 21.76017)  0.0886
H (-23.60368, -16.39780, 23.11941)  0.1215
H (-22.39857, -16.52614, 24.35022)  0.1126
H (-24.77128, -18.47254, 23.98190)  0.1135
H (-24.65271, -17.20873, 25.06870)  0.1220
H (-22.70568, -19.50624, 24.82037)  0.1029
H (-23.52896, -18.20874, 27.33507)  0.1008
H (-21.97113, -17.83334, 26.49377)  0.1188
H (-21.16556, -19.77442, 26.55447)  0.1229
H (-22.59261, -20.68917, 27.12265)  0.1254
H (-21.00413, -20.09070, 30.25081)  0.0671
H (-19.88811, -20.44963, 28.92636)  0.0904
H (-21.44912, -21.25470, 29.18343)  0.0877
C (-25.76826, -17.37490, 43.01220)  -0.1093
O (-25.72610, -17.51459, 41.60577)  -0.2087
C (-25.25741, -16.33976, 40.96390)  -0.2187
C (-24.45401, -16.58284, 39.62154)  -0.1825
N (-25.28268, -17.17779, 38.58625)  -0.0529
C (-24.63328, -17.25324, 37.28866)  -0.2188
C (-24.24208, -15.93337, 36.67715)  -0.2107
O (-23.18619, -16.11093, 35.73447)  -0.1849
C (-23.49014, -16.88584, 34.59135)  -0.1118
H (-26.25971, -16.42706, 43.25166)  0.0871
H (-24.74347, -17.39733, 43.39608)  0.0866
H (-26.34209, -18.20710, 43.41445)  0.0874
H (-24.55743, -15.80224, 41.60696)  0.1119
H (-26.10880, -15.71361, 40.68534)  0.1192
H (-23.77303, -17.35084, 40.01335)  0.1180
H (-24.02044, -15.63863, 39.31766)  0.1055
H (-25.57567, -18.08506, 38.91112)  0.0690
H (-25.25020, -17.71372, 36.50724)  0.1135
H (-23.82778, -18.00057, 37.34382)  0.1274
H (-23.80509, -15.19362, 37.34776)  0.1105
H (-25.08808, -15.41774, 36.21057)  0.1266
H (-23.40621, -17.95177, 34.83078)  0.0703
H (-22.66255, -16.73040, 33.90224)  0.0446
H (-24.44210, -16.61944, 34.12868)  0.0996
N (-21.05924, -26.12114, 32.78242)  0.0183
C (-21.51110, -26.58701, 33.99360)  -0.1368
C (-20.72332, -26.02602, 34.99479)  -0.1135
C (-19.77860, -25.14950, 34.39050)  -0.1156
C (-20.09132, -25.19316, 33.07052)  -0.2043
H (-21.48914, -26.27859, 31.89117)  0.1424
H (-22.31571, -27.30441, 33.97175)  0.1047
H (-20.84991, -26.35410, 36.01498)  0.0898
H (-19.12428, -24.42845, 34.84473)  0.0686
H (-19.71461, -24.59586, 32.25149)  0.1074
N (-22.37316, -22.78644, 33.68325)  0.0252
C (-22.70669, -21.51139, 33.35373)  -0.1505
C (-23.65826, -21.03986, 34.26020)  -0.0921
C (-23.91189, -22.11926, 35.12667)  -0.1251
C (-23.06092, -23.15951, 34.80638)  -0.1131
H (-21.59445, -23.30221, 33.30208)  0.0977
H (-22.14408, -21.08984, 32.53396)  0.0895
H (-24.00131, -20.02713, 34.39516)  0.0684
H (-24.51503, -22.08232, 36.02104)  0.0787
H (-22.83102, -24.07739, 35.31975)  0.0995

Values from the calculation:
electronic energy = -83181.9388 eV
structure (SMILES) = c1cc[nH]c1.c1cc[nH]c1.COCCNCCOC.COCCNCCOC.COCCNCCOC.COCCNCCOC.COCCNCCOC.CCCC#N.CCCC#N
spin multiplicity = 1
gap between HOMO and LUMO = 8.39 eV